[1]
Molecular formula: C23H43ClN4OOs
Method: DFT, ωB97M-V/def2-TZVPD

ORCA input file:
```
! wB97M-V def2-TZVPD RIJCOSX def2/J DEFGRID3
* xyz -2 5
Os -0.951 0.995 -0.055
Cl -1.267 -0.522 -1.616
C -1.807 4.744 1.015
C -1.953 2.624 0.264
N -1.490 3.891 -0.010
H -2.885 4.298 2.893
N -2.520 2.726 1.503
H -1.551 5.794 0.982
C -0.478 4.125 -1.054
C -0.677 5.525 -1.606
C 0.910 3.985 -0.437
H -0.494 6.283 -0.834
H 0.051 5.685 -2.406
H -1.682 5.660 -2.015
H 0.024 3.199 -2.925
H -1.641 2.844 -2.418
H 1.015 3.000 0.055
C -0.619 3.000 -2.064
H 1.083 4.758 0.322
H 1.668 4.062 -1.234
H -0.224 2.021 -1.614
C -2.467 4.018 1.948
C -2.075 1.392 3.498
H -2.147 2.238 4.193
H -2.395 0.475 4.010
C -2.972 1.572 2.284
H -3.200 -0.497 1.972
C -4.394 1.849 2.745
H -5.045 2.064 1.896
H -1.033 1.263 3.179
H -1.759 -0.032 1.202
H -4.432 2.696 3.441
H -4.780 0.962 3.250
C -2.845 0.354 1.379
H -3.466 0.401 0.481
C 2.184 -4.156 -2.300
N 2.513 -2.960 -1.678
H 0.875 -5.762 -1.573
N 1.332 -4.077 -0.281
H 2.376 -4.355 -3.340
C 2.904 -1.725 -2.390
C 4.366 -1.794 -2.825
C 1.999 -1.575 -3.608
H 4.557 -2.594 -3.559
H 4.636 -0.831 -3.290
H 5.013 -1.926 -1.951
H 3.051 0.349 -1.799
H 3.226 -0.840 -0.451
H 0.938 -1.610 -3.325
C 2.690 -0.605 -1.383
H 2.188 -2.342 -4.369
H 2.181 -0.599 -4.077
H 1.623 -0.496 -1.139
C 1.432 -4.859 -1.422
C -1.045 -4.416 0.014
H -1.076 -5.356 -0.554
H -1.869 -4.439 0.738
C 0.277 -4.241 0.747
H -0.332 -3.033 2.431
C 0.567 -5.462 1.624
H 1.535 -5.357 2.127
H -1.233 -3.591 -0.688
H 0.051 -2.072 0.969
H 0.545 -6.407 1.062
H -0.196 -5.527 2.417
C 0.330 -2.960 1.560
H 1.350 -2.811 1.937
C 2.094 -2.983 -0.400
C 1.542 0.765 1.703
O 0.202 1.114 1.429
H 1.712 0.965 2.778
H 2.237 1.427 1.140
H 1.721 -0.310 1.500
*
```

Summary:
HOMO (alpha / beta): 3.05 / 0.29 eV
calculated total energy: -47539.26036 eV
⟨S²⟩: 6.018

Mulliken population analysis, charges in e, atoms 1 to 4:
1 Os -1.846
2 Cl -0.312
3 C -0.233
4 C -0.395

=====

[2]
Molecular formula: C23H43ClO15P2Si2
Method: DFT, ωB97M-V/def2-TZVPD

ORCA input file:
```
! wB97M-V def2-TZVPD RIJCOSX def2/J DEFGRID3
* xyz 0 1
C 2.612 -3.436 -0.225
C 1.863 -2.754 -1.094
Si 0.195 -2.026 -0.674
C -0.626 -1.499 -2.268
C -1.729 -0.423 -2.198
C -2.686 -0.571 -1.023
C -3.972 0.257 -1.234
O 0.330 -0.853 0.506
Si 1.125 0.571 0.408
Cl -0.311 2.046 0.431
O 2.118 0.735 1.700
C 1.597 0.869 3.024
C 1.166 -0.458 3.632
P 2.288 0.825 -1.488
C 3.986 0.335 -1.063
O 2.401 2.479 -1.609
P -1.119 -3.584 0.312
C -0.639 -5.188 -0.462
C -0.422 -3.741 2.034
H 2.141 -4.053 0.534
H 3.697 -3.415 -0.233
H 2.265 -2.600 -2.096
H -1.066 -2.422 -2.669
H 0.151 -1.206 -2.980
H -2.321 -0.498 -3.115
H -1.255 0.562 -2.208
H -2.195 -0.193 -0.121
H -2.975 -1.614 -0.896
H -4.758 -0.389 -1.606
H -3.812 1.000 -2.018
H -4.290 0.741 -0.313
H 2.403 1.277 3.639
H 0.793 1.609 3.066
H 1.140 -0.342 4.717
H 0.186 -0.770 3.277
H 1.917 -1.212 3.397
H 4.628 0.705 -1.862
H 4.095 -0.750 -1.032
H 4.340 0.736 -0.114
H 2.194 2.734 -2.516
H -0.929 -5.976 0.233
H -1.180 -5.330 -1.396
H 0.428 -5.275 -0.679
H -0.660 -4.731 2.420
H -0.871 -2.965 2.652
H 0.655 -3.581 2.053
C 6.439 2.713 1.089
C 7.836 2.947 1.627
O 8.532 1.780 1.169
C 7.881 1.290 0.089
O 8.288 0.426 -0.617
O 6.692 1.919 -0.073
H 5.925 3.630 0.820
H 5.814 2.138 1.777
H 8.304 3.832 1.194
H 7.881 3.013 2.711
C -7.911 -2.803 -2.713
C -8.407 -2.471 -4.110
O -7.881 -1.156 -4.315
C -6.810 -0.997 -3.501
O -6.058 -0.079 -3.527
O -6.714 -2.029 -2.634
H -7.688 -3.857 -2.571
H -8.592 -2.470 -1.929
H -7.992 -3.137 -4.869
H -9.490 -2.460 -4.197
C 3.909 7.653 0.231
C 3.967 6.200 0.663
O 5.354 5.892 0.480
C 6.064 7.048 0.539
O 7.247 7.103 0.592
O 5.232 8.112 0.531
H 3.175 8.240 0.777
H 3.735 7.763 -0.840
H 3.713 6.065 1.716
H 3.351 5.540 0.058
C -5.403 -2.157 2.998
C -4.539 -1.425 1.990
O -5.345 -1.480 0.812
C -6.634 -1.641 1.175
O -7.566 -1.562 0.442
O -6.723 -1.912 2.502
H -5.305 -1.781 4.013
H -5.223 -3.234 2.994
H -4.377 -0.378 2.255
H -3.578 -1.902 1.808
*
```

Summary:
HOMO: -8.02 eV
calculated total energy: -102121.77006 eV

Mulliken population analysis, charges in e, atoms 1 to 4:
1 C -0.857
2 C -0.209
3 Si -0.154
4 C -0.780

=====

Repeat the second record exactly.
Molecular formula: C23H43ClO15P2Si2
Method: DFT, ωB97M-V/def2-TZVPD

ORCA input file:
```
! wB97M-V def2-TZVPD RIJCOSX def2/J DEFGRID3
* xyz 0 1
C 2.612 -3.436 -0.225
C 1.863 -2.754 -1.094
Si 0.195 -2.026 -0.674
C -0.626 -1.499 -2.268
C -1.729 -0.423 -2.198
C -2.686 -0.571 -1.023
C -3.972 0.257 -1.234
O 0.330 -0.853 0.506
Si 1.125 0.571 0.408
Cl -0.311 2.046 0.431
O 2.118 0.735 1.700
C 1.597 0.869 3.024
C 1.166 -0.458 3.632
P 2.288 0.825 -1.488
C 3.986 0.335 -1.063
O 2.401 2.479 -1.609
P -1.119 -3.584 0.312
C -0.639 -5.188 -0.462
C -0.422 -3.741 2.034
H 2.141 -4.053 0.534
H 3.697 -3.415 -0.233
H 2.265 -2.600 -2.096
H -1.066 -2.422 -2.669
H 0.151 -1.206 -2.980
H -2.321 -0.498 -3.115
H -1.255 0.562 -2.208
H -2.195 -0.193 -0.121
H -2.975 -1.614 -0.896
H -4.758 -0.389 -1.606
H -3.812 1.000 -2.018
H -4.290 0.741 -0.313
H 2.403 1.277 3.639
H 0.793 1.609 3.066
H 1.140 -0.342 4.717
H 0.186 -0.770 3.277
H 1.917 -1.212 3.397
H 4.628 0.705 -1.862
H 4.095 -0.750 -1.032
H 4.340 0.736 -0.114
H 2.194 2.734 -2.516
H -0.929 -5.976 0.233
H -1.180 -5.330 -1.396
H 0.428 -5.275 -0.679
H -0.660 -4.731 2.420
H -0.871 -2.965 2.652
H 0.655 -3.581 2.053
C 6.439 2.713 1.089
C 7.836 2.947 1.627
O 8.532 1.780 1.169
C 7.881 1.290 0.089
O 8.288 0.426 -0.617
O 6.692 1.919 -0.073
H 5.925 3.630 0.820
H 5.814 2.138 1.777
H 8.304 3.832 1.194
H 7.881 3.013 2.711
C -7.911 -2.803 -2.713
C -8.407 -2.471 -4.110
O -7.881 -1.156 -4.315
C -6.810 -0.997 -3.501
O -6.058 -0.079 -3.527
O -6.714 -2.029 -2.634
H -7.688 -3.857 -2.571
H -8.592 -2.470 -1.929
H -7.992 -3.137 -4.869
H -9.490 -2.460 -4.197
C 3.909 7.653 0.231
C 3.967 6.200 0.663
O 5.354 5.892 0.480
C 6.064 7.048 0.539
O 7.247 7.103 0.592
O 5.232 8.112 0.531
H 3.175 8.240 0.777
H 3.735 7.763 -0.840
H 3.713 6.065 1.716
H 3.351 5.540 0.058
C -5.403 -2.157 2.998
C -4.539 -1.425 1.990
O -5.345 -1.480 0.812
C -6.634 -1.641 1.175
O -7.566 -1.562 0.442
O -6.723 -1.912 2.502
H -5.305 -1.781 4.013
H -5.223 -3.234 2.994
H -4.377 -0.378 2.255
H -3.578 -1.902 1.808
*
```

Summary:
HOMO: -8.02 eV
calculated total energy: -102121.77006 eV

Mulliken population analysis, charges in e, atoms 1 to 4:
1 C -0.857
2 C -0.209
3 Si -0.154
4 C -0.780

=====

Q: What is the formula in the second record?
A: C23H43ClO15P2Si2

=====

Q: calculated total energy of number 1 (C23H43ClN4OOs)?
A: -47539.26036 eV

=====

Q: calculated total energy of number 2 (C23H43ClO15P2Si2)?
A: -102121.77006 eV